(1)
2 unconnected molecules or ions with the total composition C4H11INO. Source: OMol25; level of theory: ωB97M-V with the def2-TZVPD basis set.

XYZ file:
```
18
Properties=species:S:1:pos:R:3:forces:R:3:mulliken_charge:R:1
I -3.0307 -0.0311 0.3135 0.81 -0.28 -0.03 0.32
O -0.6036 -0.2795 -1.2753 1.26 1.31 -2.85 -0.30
N -0.3705 -2.7072 -0.0241 0.44 2.18 1.65 -0.50
C 1.2392 -0.8860 0.8009 1.38 -1.06 -1.76 -1.31
C -1.0446 -0.5549 -0.1601 -1.23 -0.64 1.66 0.01
C -0.3587 2.7138 -0.4080 2.45 0.52 1.44 -1.08
C -0.1406 -1.4189 0.7569 -2.60 -0.29 -2.17 0.31
H -1.1782 -3.2166 0.3216 0.83 -0.50 -0.60 0.25
H 1.3542 0.1771 0.8986 -0.38 0.67 -0.65 0.34
H -1.2128 3.0111 -0.8948 -2.31 -0.03 -1.52 0.37
H 0.3689 -3.0044 -0.6807 -1.11 -0.06 0.83 0.24
H -1.0632 0.3362 -1.9089 -0.07 -0.77 0.89 0.45
H 0.0726 3.7308 -0.2527 0.73 -0.87 -0.62 0.32
H -0.7241 -1.3621 1.6701 0.53 -0.77 0.54 0.44
H -0.6295 2.5464 0.6570 0.25 -1.01 -0.73 0.25
H 0.3014 1.9645 -0.9956 -1.01 1.57 1.43 0.18
H 1.8287 -1.3390 -0.0672 -0.67 1.10 0.99 0.33
H 1.7358 -1.1983 1.6642 0.69 -1.08 1.48 0.35
```
Forces are in eV/Å.

Output
- F_max: 0.0661 hartree/bohr
- DFT total energy: -15955.32876 eV
- Highest occupied orbital energy: -0.5118 hartree
- Charge: +1

(2)
C13H11FN2O2S2 in the gas phase. Source: OMol25; level of theory: ωB97M-V with the def2-TZVPD basis set.

XYZ file:
```
31
Properties=species:S:1:pos:R:3:forces:R:3:mulliken_charge:R:1
S 1.0103 0.6819 -3.1094 -0.59 -0.13 -0.24 -0.07
S 3.2211 -0.3682 1.5149 -0.29 0.07 0.01 -0.10
F 1.6221 -1.9923 -0.4490 -0.08 0.08 0.14 -0.40
O -1.4097 1.0627 0.7016 -0.06 0.15 0.11 -0.73
O 2.9497 1.1989 -1.5071 0.35 0.03 0.02 -0.66
N 0.9663 1.1590 -0.4504 -0.15 0.17 0.16 -0.01
N -3.2189 0.4650 -0.4828 -0.35 -0.09 0.03 -0.36
C -0.5360 -1.0120 2.8944 -0.05 0.01 0.13 -0.55
C 0.9287 -1.6732 0.6568 -0.13 -0.03 0.08 0.62
C 0.7744 -0.5865 2.7782 -0.18 -0.11 -0.01 -0.15
C 0.2548 0.8646 -1.5801 -0.12 -0.06 -0.15 0.24
C -0.5249 0.3063 -3.8159 0.12 0.04 0.11 -0.57
C 2.9449 1.3423 0.8998 0.10 -0.49 0.08 -0.75
C 1.5208 -0.9099 1.6548 0.68 0.03 -0.15 -0.32
C -1.5417 0.3202 -2.9237 0.08 -0.01 -0.10 -0.86
C -1.1109 0.6449 -1.6065 0.56 0.11 -0.02 0.45
C -1.1116 -1.7710 1.8896 0.09 -0.02 0.03 -0.42
C 2.3255 1.2477 -0.4687 -0.05 0.24 0.38 0.61
C -0.3817 -2.1040 0.7630 0.15 -0.06 -0.12 -0.51
C -1.9017 0.7496 -0.3824 0.01 0.01 -0.01 0.58
H -2.1347 -2.1025 1.9788 -0.10 -0.03 0.00 0.44
H 1.2340 0.0014 3.5579 0.06 0.05 0.08 0.47
H 0.3724 1.2223 0.3863 0.27 -0.03 -0.12 0.29
H -2.5609 0.1084 -3.1954 -0.17 -0.05 -0.10 0.31
H -3.6555 0.2619 -1.3625 0.01 0.01 0.04 0.13
H 2.3157 1.8758 1.6107 0.04 0.08 -0.04 0.33
H -0.8082 -2.6870 -0.0383 -0.03 -0.06 -0.09 0.47
H -3.7923 0.5678 0.3371 0.05 0.02 -0.03 0.25
H -0.5818 0.0915 -4.8641 -0.04 -0.05 -0.24 0.45
H 3.9384 1.7818 0.8427 -0.08 0.08 -0.05 0.43
H -1.1085 -0.7473 3.7692 -0.07 0.03 0.08 0.39
```
Forces are in eV/Å.

Output
- F_max: 0.0135 hartree/bohr
- SMILES: NC(=O)c1ccsc1NC(=O)CSc1ccccc1F
- DFT total energy: -45123.94578 eV
- Highest occupied orbital energy: -0.3049 hartree